1.
Below is a cluster of 2 separate species, C5H7OP in total at a distorted geometry, with properties calculated with wB97M-V/def2-TZVPD.

Geometry as ORCA input:
```
! RIJCOSX wB97M-V def2-TZVPD def2/J DEFGRID3
* xyz 0 1
C -1.290 -2.029 0.027
C -0.210 -1.356 -0.298
C 0.578 1.160 -0.900
C -0.589 1.392 0.015
C 0.050 0.037 -0.150
O 2.831 0.397 2.490
P 1.710 0.799 1.640
H -2.175 -1.502 0.308
H 0.513 1.093 -1.891
H 1.485 1.537 -0.656
H -0.526 2.028 0.774
H -1.515 1.488 -0.610
H 0.543 -2.012 -0.576
H -1.403 -3.031 -0.172
*
```

For the total energy, the calculation gives -611.13254 Eh. The energy above the lowest of the compared OMol25 structures with the same formula, charge and spin is 96.6 kcal per mole. As for the HOMO-LUMO gap (spin up / spin down): 6.64 / 6.48 eV.



2.
Below is a cluster of 2 separate species, C2H10NS in total at a distorted geometry, with properties calculated with wB97M-V/def2-TZVPD.

Geometry as ORCA input:
```
! RIJCOSX wB97M-V def2-TZVPD def2/J DEFGRID3
* xyz 1 1
N -2.824 0.002 0.553
H -2.513 0.387 1.395
H -1.858 -0.151 0.098
H -3.558 -0.788 0.611
H -3.299 0.671 -0.211
C 1.989 0.947 -0.292
C 1.650 -0.494 -0.660
S -0.113 -0.913 -0.063
H 1.760 1.330 0.769
H 1.713 1.511 -1.132
H 3.093 0.973 -0.355
H 1.494 -0.698 -1.643
H 2.215 -1.252 -0.084
H 0.251 -1.526 1.014
*
```

For the total energy, the calculation gives -534.83538 Eh. The energy above the lowest of the compared OMol25 structures with the same formula, charge and spin is 33.5 kcal per mole. As for the HOMO-LUMO gap: 9.69 eV.



3.
Below is a cluster of 14 separate species, C44H67N13O3S2 in total at a distorted geometry, with properties calculated with wB97M-V/def2-TZVPD.

Geometry as ORCA input:
```
! RIJCOSX wB97M-V def2-TZVPD def2/J DEFGRID3
* xyz 0 1
C 0.174 0.444 2.541
C 0.833 -1.042 2.390
C 0.080 -2.083 3.329
C -0.720 -3.284 2.679
C 0.108 -4.637 2.336
C 1.174 -5.090 3.426
C 2.701 -4.797 3.186
C 3.472 -3.480 3.470
C 4.990 -3.262 3.158
C 5.814 -4.398 2.507
C 5.085 -5.734 2.228
C 3.561 -5.954 2.547
C 2.982 -7.398 2.179
C 0.559 -4.789 0.779
C 1.693 -3.807 0.262
C 1.411 -2.875 -0.993
C 2.887 -2.420 -1.554
S 3.053 -0.542 -1.498
C -0.764 -4.937 -0.112
O -1.994 -4.398 0.453
S -1.799 -2.936 1.231
O -1.417 -1.782 0.357
O -3.177 -2.596 1.792
H -0.966 0.354 2.536
H 0.543 1.080 1.662
H 0.542 0.981 3.494
H 1.910 -0.920 2.799
H 0.914 -1.309 1.288
H 0.840 -2.460 4.115
H -0.680 -1.470 3.956
H -1.454 -3.623 3.513
H -0.713 -5.460 2.406
H 0.873 -4.594 4.429
H 1.059 -6.223 3.624
H 2.930 -2.596 3.934
H 5.440 -2.229 3.393
H 6.904 -4.191 2.265
H 5.706 -6.564 1.732
H 2.404 -7.804 3.079
H 3.873 -8.085 1.916
H 2.291 -7.417 1.263
H 1.040 -5.845 0.773
H 2.630 -4.431 -0.015
H 2.076 -3.129 1.119
H 0.937 -3.408 -1.904
H 0.870 -1.895 -0.793
H 3.738 -2.809 -0.883
H 3.099 -2.855 -2.607
H 2.028 -0.043 -0.703
H -0.976 -6.072 -0.228
H -0.693 -4.552 -1.183
C -0.650 1.593 -1.507
C -0.159 2.334 -0.345
N 0.225 2.915 0.573
H -1.499 2.098 -1.977
H 0.125 1.481 -2.269
H -0.983 0.588 -1.232
C -4.448 2.563 0.113
C -3.745 2.934 -1.117
N -3.190 3.225 -2.084
H -3.805 1.989 0.785
H -4.792 3.444 0.664
H -5.327 1.948 -0.097
C -1.476 6.106 -0.114
C -1.670 7.531 0.159
N -1.824 8.653 0.373
H -2.169 5.743 -0.871
H -0.466 5.899 -0.473
H -1.631 5.500 0.782
C 2.943 4.854 -2.261
C 2.359 3.635 -2.825
N 1.899 2.677 -3.268
H 2.907 5.683 -2.972
H 2.412 5.175 -1.361
H 3.990 4.707 -1.986
C -4.496 3.308 4.406
C -5.215 3.822 3.238
N -5.781 4.226 2.319
H -3.872 2.449 4.149
H -3.840 4.066 4.841
H -5.183 2.985 5.191
C 0.570 -7.505 -3.064
C 1.340 -7.704 -1.834
N 1.945 -7.861 -0.867
H 1.223 -7.374 -3.930
H -0.081 -8.357 -3.273
H -0.067 -6.618 -3.000
C 3.640 -2.254 -5.786
C 3.484 -3.598 -5.225
N 3.362 -4.656 -4.784
H 3.416 -1.482 -5.045
H 4.659 -2.079 -6.139
H 2.971 -2.091 -6.634
C -0.448 -1.710 -5.328
C 0.272 -1.354 -6.554
N 0.839 -1.074 -7.515
H 0.185 -2.279 -4.641
H -0.792 -0.823 -4.792
H -1.327 -2.322 -5.542
C -4.134 11.014 -0.387
C -4.853 11.526 -1.557
N -5.417 11.928 -2.477
H -3.510 10.155 -0.642
H -3.479 11.773 0.047
H -4.822 10.693 0.398
C -5.632 6.323 -2.532
C -4.843 6.136 -1.311
N -4.223 5.990 -0.351
H -4.991 6.453 -3.407
H -6.279 5.464 -2.727
H -6.273 7.205 -2.464
C 1.920 7.953 2.625
C 1.722 7.263 1.348
N 1.566 6.720 0.346
H 1.738 7.289 3.473
H 2.940 8.332 2.723
H 1.245 8.806 2.729
C 7.044 -4.787 -3.772
C 6.855 -3.357 -3.514
N 6.705 -2.234 -3.312
H 6.354 -5.152 -4.537
H 8.058 -5.002 -4.119
H 6.875 -5.384 -2.872
C -8.303 1.938 4.225
C -7.514 1.754 5.446
N -6.893 1.611 6.405
H -7.663 2.068 3.349
H -8.948 1.077 4.031
H -8.947 2.818 4.291
*
```

For the total energy, the calculation gives -3450.30582 Eh. The energy above the lowest of the compared OMol25 structures with the same formula, charge and spin is 177.7 kcal per mole. As for the HOMO-LUMO gap: 8.77 eV.



4.
Below is a structure of composition C35H44FN3O3PdSeSi2, with properties calculated with wB97M-V/def2-TZVPD.

Geometry as ORCA input:
```
! RIJCOSX wB97M-V def2-TZVPD def2/J DEFGRID3
* xyz -2 1
Pd -0.511 1.144 -2.022
C -3.798 0.829 -4.082
Si -2.411 -0.449 -4.068
C -2.770 -1.928 -2.973
C -2.663 -1.210 -5.799
N -0.852 0.274 -3.791
C 0.229 0.383 -4.649
C 0.316 -0.156 -5.933
C 1.426 0.043 -6.754
C 2.490 0.794 -6.297
C 2.437 1.318 -5.007
C 1.348 1.115 -4.159
N 1.284 1.569 -2.847
Si 2.695 2.222 -2.124
C 4.192 1.074 -2.203
C 2.472 2.579 -0.301
C 3.223 3.904 -2.842
H -4.757 0.345 -4.286
H -3.598 1.537 -4.893
H -3.877 1.372 -3.146
H -3.691 -2.415 -3.306
H -2.859 -1.685 -1.920
H -1.942 -2.635 -3.078
H -3.702 -1.556 -5.795
H -2.029 -2.075 -5.995
H -2.551 -0.498 -6.616
H -0.490 -0.755 -6.316
H 1.438 -0.400 -7.744
H 3.363 0.969 -6.915
H 3.282 1.896 -4.662
H 3.901 0.099 -1.804
H 4.990 1.479 -1.573
H 4.593 0.916 -3.203
H 1.993 1.747 0.211
H 1.867 3.477 -0.169
H 3.458 2.755 0.137
H 3.697 3.840 -3.822
H 3.925 4.392 -2.159
H 2.345 4.546 -2.941
C -3.980 1.458 4.863
C -2.974 0.365 4.516
C -2.007 0.055 5.649
C -1.155 1.274 5.974
C -0.585 1.897 4.724
C 0.478 2.775 4.793
C 1.027 3.308 3.634
F 2.066 4.168 3.766
C 0.565 2.972 2.393
C -0.520 2.091 2.293
C -0.991 1.688 0.937
O -0.330 2.061 -0.045
C -2.191 0.904 0.924
C -2.718 0.493 2.103
N -2.203 0.737 3.332
C -1.108 1.576 3.452
C -2.984 0.522 -0.318
O -4.133 0.108 -0.138
O -2.416 0.641 -1.440
H -4.521 1.202 5.776
H -4.700 1.580 4.055
H -3.483 2.417 5.013
H -3.515 -0.544 4.243
H -1.365 -0.772 5.339
H -2.570 -0.271 6.527
H -0.329 0.985 6.630
H -1.744 2.014 6.526
H 0.912 3.043 5.750
H 1.029 3.349 1.494
H -3.630 -0.091 2.058
C 2.463 -5.333 4.022
C 1.970 -4.374 2.971
C 2.643 -3.192 2.692
C 2.209 -2.302 1.715
C 2.995 -1.047 1.471
C 1.052 -2.574 0.955
Se 0.459 -1.398 -0.418
C 0.355 -3.771 1.252
C -0.892 -4.136 0.499
C 0.821 -4.637 2.233
H 3.328 -4.921 4.545
H 2.767 -6.292 3.591
H 1.696 -5.548 4.771
H 3.542 -2.950 3.255
H 3.810 -0.952 2.193
H 2.349 -0.168 1.521
H 3.406 -1.039 0.458
H -1.482 -3.246 0.277
H -1.488 -4.857 1.063
H -0.649 -4.573 -0.474
H 0.259 -5.548 2.430
*
```

For the total energy, the calculation gives -4958.48911 Eh. The energy above the lowest of the compared OMol25 structures with the same formula, charge and spin is 16.6 kcal per mole. As for the HOMO-LUMO gap: 4.48 eV.



5.
Below is a structure of composition H26O13 at a distorted geometry, with properties calculated with wB97M-V/def2-TZVPD.

Geometry as ORCA input:
```
! RIJCOSX wB97M-V def2-TZVPD def2/J DEFGRID3
* xyz 0 1
O -1.570 0.325 2.509
H -1.312 1.100 3.007
H -0.773 0.055 2.054
O 2.919 -0.156 1.077
H 2.461 -0.805 0.542
H 3.822 -0.178 0.760
O -1.764 1.018 -0.275
H -2.112 0.282 0.227
H -2.386 1.729 -0.121
O 1.258 2.662 0.394
H 1.565 1.947 -0.163
H 0.303 2.614 0.341
O -2.262 -0.789 0.800
H -2.038 -0.492 1.682
H -2.778 -1.584 0.939
O -1.730 -0.658 -2.016
H -2.470 -1.265 -2.011
H -2.012 0.070 -1.462
O 0.383 -1.328 -1.969
H -0.445 -0.862 -1.856
H 0.128 -2.207 -2.252
O 0.262 0.100 -0.181
H -0.695 0.128 -0.170
H 0.504 -0.159 0.708
O 0.039 -2.677 0.722
H 0.106 -1.748 0.943
H -0.898 -2.868 0.770
O 0.661 -0.174 1.945
H 0.572 -0.240 2.896
H 1.567 0.103 1.808
O 1.874 1.236 -1.216
H 2.144 1.166 -2.131
H 1.208 0.557 -1.109
O 2.751 -1.586 -0.610
H 2.030 -0.963 -0.698
H 2.938 -1.865 -1.507
O -1.510 2.591 -1.828
H -1.317 1.728 -1.460
H -1.423 3.192 -1.088
*
```

For the total energy, the calculation gives -993.35169 Eh. The energy above the lowest of the compared OMol25 structures with the same formula, charge and spin is 264.5 kcal per mole. As for the HOMO-LUMO gap: 8.86 eV.



6.
Below is a cluster of 2 separate species, C33H56N4O5P in total at a distorted geometry, with properties calculated with wB97M-V/def2-TZVPD.

Geometry as ORCA input:
```
! RIJCOSX wB97M-V def2-TZVPD def2/J DEFGRID3
* xyz 1 1
C 10.155 -2.645 -0.114
C 9.703 -1.915 1.217
C 9.559 -0.332 1.033
C 8.892 0.320 2.342
C 8.071 1.639 2.000
C 6.518 1.273 1.849
C 5.734 2.302 0.895
C 4.527 1.493 0.241
C 3.206 2.371 0.049
C 2.530 2.083 -1.374
C 1.658 3.320 -1.841
C 0.238 3.447 -1.145
C -0.455 2.064 -0.797
C -1.798 2.286 0.059
C -2.950 1.239 -0.345
C -3.375 0.366 0.916
N -4.650 -0.385 0.768
C -4.580 -1.826 0.596
N -3.587 -2.653 0.680
C -3.787 -4.122 0.500
C -2.708 -4.796 -0.428
O -3.112 -5.586 -1.267
C -1.179 -4.563 -0.338
C -0.316 -5.020 -1.453
C 1.136 -4.739 -1.330
C 1.722 -4.028 -0.152
C 0.848 -3.609 0.979
C -0.593 -3.896 0.846
N -6.005 -2.161 0.352
C -6.747 -1.241 1.294
C -5.613 -0.302 1.936
N -4.769 -0.958 3.022
C -5.495 -1.525 3.873
O -6.321 -1.777 4.650
P -6.335 1.376 2.401
C -6.169 2.644 1.028
C -5.646 1.980 4.036
H 10.359 -3.728 0.159
H 11.152 -2.230 -0.447
H 9.377 -2.654 -0.923
H 8.717 -2.327 1.576
H 10.457 -2.065 2.043
H 8.901 -0.115 0.142
H 10.563 0.159 0.898
H 8.185 -0.465 2.741
H 9.687 0.531 3.107
H 8.154 2.357 2.868
H 8.432 2.077 1.027
H 6.044 1.234 2.875
H 6.483 0.277 1.324
H 6.489 2.621 0.117
H 5.389 3.197 1.483
H 4.262 0.655 0.960
H 4.901 1.098 -0.747
H 2.421 2.146 0.829
H 3.484 3.463 0.146
H 3.402 2.014 -2.101
H 1.997 1.093 -1.406
H 1.590 3.316 -2.964
H 2.250 4.248 -1.558
H -0.445 3.948 -1.904
H 0.238 4.149 -0.253
H -0.726 1.585 -1.784
H 0.213 1.375 -0.197
H -2.124 3.356 -0.070
H -1.508 2.045 1.129
H -3.819 1.849 -0.722
H -2.537 0.570 -1.153
H -2.486 -0.261 1.207
H -3.541 1.100 1.769
H -2.651 -2.292 0.886
H -3.688 -4.571 1.541
H -4.812 -4.396 0.144
H -0.732 -5.541 -2.358
H 1.797 -5.081 -2.168
H 2.810 -3.789 -0.074
H 1.205 -3.074 1.890
H -1.276 -3.567 1.681
H -6.214 -1.910 -0.622
H -7.424 -1.788 1.997
H -7.239 -0.507 0.582
H -5.221 3.227 1.188
H -6.236 2.180 -0.003
H -7.067 3.329 1.123
H -6.427 1.940 4.856
H -5.251 3.032 3.994
H -4.829 1.270 4.377
C -5.344 -0.525 -3.011
O -4.571 0.517 -3.574
C -5.091 1.064 -4.687
O -6.122 0.741 -5.214
O -4.261 2.026 -5.101
C -4.689 2.702 -6.286
H -4.819 -0.879 -2.122
H -6.327 -0.156 -2.708
H -5.443 -1.358 -3.709
H -5.645 3.201 -6.120
H -4.758 2.005 -7.122
H -3.941 3.456 -6.524
*
```

For the total energy, the calculation gives -2227.16099 Eh. The energy above the lowest of the compared OMol25 structures with the same formula, charge and spin is 0.0 kcal per mole. As for the HOMO-LUMO gap: 7.71 eV.



7.
Below is a cluster of 2 separate species, C7H13N4O4 in total at a distorted geometry, with properties calculated with wB97M-V/def2-TZVPD.

Geometry as ORCA input:
```
! RIJCOSX wB97M-V def2-TZVPD def2/J DEFGRID3
* xyz -1 1
O 2.781 -3.375 0.682
C 3.642 -2.578 0.829
N 4.421 -1.676 1.095
N 3.864 -0.366 0.642
C 3.120 0.231 1.740
C 1.737 0.757 1.280
C 0.960 -0.427 0.649
C -0.453 -0.041 0.211
O -1.360 0.301 1.296
C -1.563 -0.794 2.085
O -1.322 -0.747 3.254
H 3.687 1.058 2.238
H 3.001 -0.550 2.518
H 1.199 1.187 2.134
H 1.858 1.492 0.473
H 0.997 -1.251 1.368
H 1.512 -0.661 -0.267
H -0.883 -0.860 -0.394
H -0.385 0.810 -0.461
H -1.971 -1.707 1.614
C -2.615 1.203 -2.705
O -1.476 1.323 -2.305
N -3.646 0.865 -1.870
N -2.964 1.392 -4.017
H -4.594 0.758 -2.170
H -3.418 0.721 -0.901
H -2.229 1.639 -4.653
H -3.898 1.296 -4.365
*
```

For the total energy, the calculation gives -794.47708 Eh. As for the HOMO-LUMO gap: 3.91 eV.



8.
Below is a structure of composition C8H18I2NOP2RuS at a distorted geometry, with properties calculated with wB97M-V/def2-TZVPD.

Geometry as ORCA input:
```
! RIJCOSX wB97M-V def2-TZVPD def2/J DEFGRID3
* xyz 2 6
I -0.417 4.125 -3.155
I 3.692 1.556 -1.919
Ru 0.312 -0.188 0.090
P 0.340 1.346 1.656
C 1.036 3.015 1.417
C -1.222 1.542 2.539
H -1.014 2.059 3.501
H 1.420 1.071 3.774
H -1.653 0.528 2.706
H 0.988 -0.539 2.988
H 0.364 3.591 0.780
H -1.915 2.160 1.882
C 1.421 0.491 2.838
H 1.125 3.483 2.412
H 2.443 0.422 2.372
H 2.010 2.932 0.932
P -0.333 -1.314 -1.683
C 0.070 -0.807 -3.391
C 0.575 -2.851 -1.365
H -2.329 -2.127 -0.640
H -2.201 -2.624 -2.408
H -2.687 -0.890 -1.963
C -2.070 -1.800 -1.673
H 0.323 -3.165 -0.312
H 0.239 -3.596 -2.103
H -0.171 -1.655 -4.051
H 1.130 -0.554 -3.451
H 1.672 -2.619 -1.452
H -0.525 0.066 -3.654
C 0.388 1.220 -1.066
O 0.563 2.087 -1.827
S -1.913 -3.254 2.940
C -1.138 -2.230 1.992
N -0.522 -1.481 1.292
*
```

For the total energy, the calculation gives -2216.09434 Eh. The energy above the lowest of the compared OMol25 structures with the same formula, charge and spin is 34.7 kcal per mole. As for the HOMO-LUMO gap (spin up / spin down): 7.34 / 3.58 eV. Its expectation value of S² is 8.791.